Model 1:
C8H15N4 | ωB97M-V/def2-TZVPD

Computed properties:
E_LUMO, eV: -4.24
M, g/mol: 167.236
HOMO energy, eV: -13.3
Total charge: +1

Structure (XYZ):
```
27
Properties=species:S:1:pos:R:3:nbo_charge:R:1
C -1.72510 -2.66857 -0.24700 0.16
C -1.58547 -1.26022 0.02682 -0.08
C -0.36470 -0.72027 0.10557 0.27
C -2.69502 -0.26091 0.04328 -0.43
C 0.04619 0.73868 0.23786 -0.46
C -2.39407 1.09826 0.58584 -0.40
C -1.10878 1.69374 0.07304 -0.38
C 0.51141 -3.03043 -0.00118 0.26
N -0.66782 -3.46522 -0.29476 -0.39
N 0.75129 -1.74376 0.23472 -0.08
N 3.13095 0.84675 -0.35635 -1.09
N 1.95410 -1.32735 0.63860 -0.62
H -2.57391 -3.16047 -0.44210 0.21
H -3.32591 -0.25478 -0.94985 0.25
H -3.50274 -0.78084 0.66808 0.25
H 0.74101 0.87668 1.03059 0.25
H 0.60691 0.97374 -0.76490 0.25
H -3.23555 1.68017 0.39036 0.24
H -2.28793 0.98696 1.64023 0.21
H -0.84423 2.54266 0.54983 0.23
H -1.22542 1.83178 -0.99822 0.21
H 1.28794 -3.71478 0.17309 0.21
H 3.30564 1.13363 0.62065 0.39
H 3.91800 0.50222 -0.88711 0.40
H 2.34701 -0.55231 0.16000 0.41
H 2.62254 1.56724 -0.75873 0.38
H 2.59304 -2.14593 0.59898 0.37
```

***

Model 2:
C8H15N4 | ωB97M-V/def2-TZVPD

Computed properties:
E_LUMO, eV: -4.65
M, g/mol: 167.236
HOMO energy, eV: -13.2
Structure (SMILES): CC(C)C1=N/CC/N=N/C/[NH+]=C\1
Total charge: +1

Structure (XYZ):
```
27
Properties=species:S:1:pos:R:3:nbo_charge:R:1
C 2.34571 1.24376 0.16644 -0.62
C 1.96365 -0.20109 -0.12392 -0.23
C 2.50207 -1.09405 0.97093 -0.61
C 0.38867 -0.37167 -0.46208 0.25
N -0.14341 -1.49407 -0.59336 -0.34
C -1.46732 -1.65454 -1.13443 -0.22
C -2.48747 -1.69521 0.15278 -0.26
N -2.86266 -0.32054 0.43834 -0.07
N -1.87003 0.24926 0.94513 -0.21
C -1.77311 1.68493 0.77305 -0.09
N -0.88612 1.79131 -0.44208 -0.43
C -0.02881 1.00604 -0.98268 0.23
H 1.78832 1.62743 1.10032 0.21
H 2.10442 1.73800 -0.75401 0.20
H 3.39809 1.14476 0.48463 0.26
H 2.35355 -0.48915 -1.07617 0.23
H 3.32439 -1.69158 0.64733 0.24
H 1.75750 -1.82404 1.34581 0.24
H 2.83972 -0.51673 1.72790 0.21
H -1.70934 -2.52638 -1.66059 0.24
H -1.73596 -0.80347 -1.68952 0.17
H -3.37881 -2.25313 -0.17119 0.22
H -2.04173 -2.14337 0.98013 0.23
H -2.74038 2.26619 0.48059 0.23
H -1.24461 2.16757 1.60158 0.24
H -0.82834 2.75341 -0.79662 0.43
H 0.43200 1.40635 -1.92830 0.26
```

***

Which structure is the least stable? The one labeled model 2.

***

Model 1:
ArH22O11 | ωB97M-V/def2-TZVPD

Computed properties:
E_LUMO, eV: -0.51
M, g/mol: 238.113
HOMO energy, eV: -9.7

Structure (XYZ):
```
34
Properties=species:S:1:pos:R:3:nbo_charge:R:1
Ar -8.25052 -13.07223 16.03374 0.00
O -5.70939 -15.60624 15.17061 -0.97
H -4.95675 -16.13285 14.90143 0.48
H -5.63345 -14.80035 14.65971 0.50
O -6.01665 -10.71220 14.91637 -0.96
H -5.90255 -11.63212 14.67772 0.48
H -6.17459 -10.26620 14.08428 0.47
O -6.83129 -10.13331 17.60460 -0.98
H -7.75936 -10.36481 17.64100 0.49
H -6.51129 -10.54967 16.80430 0.48
O -11.70871 -14.09181 15.36404 -0.97
H -12.63833 -14.14362 15.14187 0.46
H -11.33076 -13.53178 14.68599 0.50
O -10.79939 -13.27286 18.04997 -0.96
H -11.33583 -13.17363 18.83649 0.47
H -11.42666 -13.47383 17.35544 0.51
O -10.91821 -12.40671 13.23757 -0.94
H -11.61698 -12.10214 12.65861 0.48
H -10.26420 -12.78168 12.64773 0.48
O -6.16446 -15.08867 17.96664 -0.96
H -5.90128 -14.98976 17.05166 0.49
H -5.71433 -14.37841 18.42396 0.48
O -7.94515 -17.15895 14.90360 -0.95
H -7.18162 -16.62910 15.13277 0.48
H -7.57864 -17.99008 14.60173 0.45
O -8.67906 -15.96989 18.68906 -0.97
H -9.33766 -15.27763 18.63206 0.47
H -7.87220 -15.55973 18.37764 0.49
O -9.51841 -10.91279 18.44698 -0.98
H -10.23226 -10.50656 18.93854 0.46
H -9.88417 -11.73914 18.13140 0.50
O -5.29809 -13.12778 13.82037 -0.95
H -4.44430 -13.02212 13.40070 0.50
H -5.88345 -13.39158 13.11044 0.49
```

***

Model 2:
ArH22O11 | ωB97M-V/def2-TZVPD

Computed properties:
E_LUMO, eV: 0.03
M, g/mol: 238.113
HOMO energy, eV: -10.1

Structure (XYZ):
```
34
Properties=species:S:1:pos:R:3:nbo_charge:R:1
Ar -0.09419 -0.17537 0.27328 0.00
O -0.80030 -3.07853 2.41485 -0.99
H -0.88632 -3.61319 3.20413 0.47
H -0.02862 -2.53551 2.57574 0.50
O 1.48411 -1.75091 2.18654 -1.01
H 1.98386 -0.94138 2.29207 0.50
H 1.72869 -2.07256 1.31882 0.50
O -1.81647 2.34240 3.13558 -0.95
H -1.56167 1.45145 2.89576 0.49
H -2.54773 2.54788 2.55310 0.45
O -2.28518 -0.32881 2.83404 -0.95
H -3.11286 -0.47537 2.37610 0.47
H -1.65526 -0.88441 2.37496 0.49
O -0.87708 3.69945 0.09294 -0.95
H -1.73344 4.09319 0.25975 0.46
H -1.06602 2.93664 -0.45355 0.48
O 1.31060 1.51095 -3.11055 -0.96
H 0.78317 2.14269 -2.62173 0.50
H 2.00628 2.03516 -3.50736 0.48
O -2.95508 -0.74214 -2.77507 -0.95
H -2.33785 -1.36201 -2.38645 0.48
H -3.72798 -0.78832 -2.21228 0.48
O 2.33010 -2.51086 -0.33066 -0.98
H 2.27702 -3.43380 -0.57887 0.48
H 2.07629 -2.03474 -1.12130 0.51
O 1.98501 -1.16291 -2.81892 -0.97
H 1.79801 -0.23090 -2.93132 0.50
H 2.89202 -1.26228 -3.10822 0.47
O -2.04609 1.81564 -2.15629 -0.98
H -2.13025 2.42318 -2.89117 0.47
H -2.10028 0.94729 -2.55538 0.50
O 3.46782 0.31594 1.85654 -0.95
H 4.10181 -0.12054 1.28753 0.48
H 3.53785 1.24266 1.62741 0.48
```

***

Model 3:
ArH22O11 | ωB97M-V/def2-TZVPD

Computed properties:
E_LUMO, eV: -0.25
M, g/mol: 238.113
HOMO energy, eV: -10.6

Structure (XYZ):
```
34
Properties=species:S:1:pos:R:3:nbo_charge:R:1
Ar 8.27091 6.42030 -17.90633 0.00
O 5.15768 6.56311 -20.42078 -0.98
H 5.61446 6.99507 -21.14257 0.47
H 5.50617 5.67162 -20.41550 0.50
O 10.76236 9.45915 -18.38633 -0.95
H 11.40163 8.90664 -17.93654 0.47
H 9.97539 9.40581 -17.84405 0.48
O 6.22000 8.12580 -15.89463 -0.98
H 7.17574 8.17132 -15.92173 0.48
H 5.95327 8.13245 -16.81390 0.49
O 6.38684 3.95933 -20.50926 -0.96
H 5.64212 3.61979 -21.00558 0.47
H 6.19558 3.72708 -19.60057 0.51
O 5.37531 5.41610 -15.50735 -1.00
H 5.49265 6.35501 -15.65190 0.51
H 6.08426 5.17461 -14.91127 0.48
O 4.42681 8.37147 -18.49536 -0.98
H 4.58513 9.14825 -19.03182 0.46
H 4.65538 7.63633 -19.06418 0.50
O 8.74878 9.04439 -15.84060 -0.95
H 9.37888 8.41173 -15.49572 0.48
H 8.98414 9.87129 -15.41980 0.49
O 10.05500 8.92549 -21.22340 -0.95
H 9.85332 8.01266 -21.42909 0.46
H 10.00108 8.97398 -20.26895 0.48
O 7.93369 5.17984 -14.05420 -0.96
H 8.77809 4.89745 -14.40559 0.49
H 7.72110 4.52731 -13.38694 0.47
O 6.25229 3.60973 -17.60225 -0.98
H 5.88792 4.10057 -16.86568 0.51
H 6.95572 3.08676 -17.21765 0.46
O 9.98220 3.96500 -15.85790 -0.95
H 9.69090 3.07346 -16.04906 0.48
H 10.77309 4.07732 -16.38526 0.48
```

***

Which structure is the least stable? The one labeled model 1.

***

Model 1:
C44H36CoN4O5S3 | ωB97M-V/def2-TZVPD

Computed properties:
E_LUMO (spin up / spin down), eV: 3.71 / 3.69
M, g/mol: 855.929
HOMO energy (spin up / spin down), eV: -2.1 / -2.3
Multiplicity: 4
Total charge: -2
Expectation value of S²: 3.76

Structure (XYZ):
```
93
Properties=species:S:1:pos:R:3:lowdin_charge:R:1
Co 0.55679 -0.48399 -1.30810 0.41
O -0.99632 -1.07557 0.86922 -0.05
C -1.15457 -2.47315 1.06945 -0.28
C -0.01404 -3.20580 0.25171 -0.59
O 0.12608 -4.41514 0.46899 -0.01
O 0.62191 -2.51288 -0.56436 -0.07
C -1.11303 -2.75581 2.58525 -0.10
C -1.44162 -1.72113 3.45794 -0.02
C -1.47717 -1.92050 4.82937 -0.09
C -1.18474 -3.16679 5.36074 -0.12
C -0.85713 -4.20358 4.50030 -0.09
C -0.82308 -4.00539 3.12729 -0.02
C -2.52620 -2.96397 0.56241 -0.11
C -2.76137 -4.32822 0.38108 -0.01
C -3.98456 -4.78630 -0.07918 -0.08
C -5.01447 -3.89917 -0.36201 -0.11
C -4.80578 -2.54669 -0.15711 -0.09
C -3.57798 -2.09053 0.30611 -0.03
H -1.84453 -0.65795 0.70053 0.06
H -1.64251 -0.73544 3.06873 0.10
H -1.71913 -1.08879 5.48013 0.09
H -1.20144 -3.32563 6.43260 0.09
H -0.61392 -5.18170 4.89807 0.09
H -0.54046 -4.80694 2.46235 0.10
H -1.95056 -5.01616 0.56874 0.10
H -4.12976 -5.84960 -0.22508 0.10
H -5.96521 -4.25700 -0.73682 0.09
H -5.59289 -1.83352 -0.36766 0.10
H -3.48572 -1.02096 0.45803 0.11
S 0.07354 1.78432 -2.15503 0.63
C 1.43754 1.89089 -3.23425 -0.66
C 1.98144 3.14738 -3.49825 -0.09
C 3.03252 3.33645 -4.38700 -0.22
C 3.54489 4.65750 -4.61284 -0.20
N 3.95391 5.72046 -4.78470 0.12
C 3.57368 2.22114 -5.03992 -0.22
C 3.05836 0.96081 -4.77499 -0.08
C 2.00448 0.74442 -3.87969 -0.69
S 1.42385 -0.87095 -3.61661 0.61
C 4.64333 2.36427 -5.98859 -0.20
N 5.49387 2.46477 -6.75831 0.13
H 1.55806 4.00804 -2.99739 0.10
H 3.48220 0.10307 -5.28040 0.10
O 0.68142 0.83221 3.07949 -0.50
S 0.37896 1.48147 1.77280 1.00
C 1.54827 2.84693 1.64575 -0.35
C 1.79064 3.44769 0.42351 -0.09
C 2.72071 4.47600 0.35899 -0.07
C 3.39753 4.88304 1.50105 -0.10
C 3.15215 4.25503 2.71559 -0.09
C 2.22537 3.22590 2.79164 -0.08
C -1.07734 2.50827 2.10567 -0.34
C -1.72889 3.13345 1.05194 -0.08
C -2.88451 3.85755 1.30056 -0.09
C -3.38960 3.94126 2.59386 -0.11
C -2.73690 3.29847 3.63621 -0.10
C -1.57660 2.57396 3.39393 -0.08
H 1.31047 3.07851 -0.47874 0.02
H 2.93790 4.93704 -0.59589 0.10
H 4.13651 5.67235 1.43889 0.09
H 3.69163 4.56048 3.60406 0.09
H 2.03539 2.69062 3.71251 0.10
H -1.32662 3.06168 0.04624 0.07
H -3.39283 4.35574 0.48487 0.10
H -4.29939 4.49726 2.78402 0.09
H -3.13502 3.35714 4.64192 0.09
H -1.05045 2.04339 4.17766 0.10
C 3.15647 -1.28603 1.51546 -0.04
C 3.18685 -0.43389 0.23986 -0.73
C 3.72321 -1.28250 -0.91962 -0.07
C 4.11381 0.77242 0.44353 -0.04
O 1.90842 0.03310 -0.01987 -0.35
H 4.16548 -1.59438 1.81039 0.07
H 2.55573 -2.17906 1.33906 0.07
H 2.70243 -0.72046 2.33440 0.06
H 4.66771 -1.76085 -0.63989 0.07
H 3.89736 -0.66613 -1.80756 0.06
H 3.00234 -2.05744 -1.18245 0.05
H 5.16751 0.47704 0.43176 0.07
H 3.90812 1.26781 1.39575 0.07
H 3.94119 1.48937 -0.36089 0.08
N -5.36649 -2.76717 -5.36875 0.14
C -4.49572 -2.43785 -4.68965 -0.18
C -3.41436 -2.01529 -3.82393 -0.23
C -3.39801 -0.71934 -3.32416 0.00
C -2.35599 -0.36956 -2.48040 -0.14
N -1.38749 -1.21928 -2.13634 0.01
C -1.40482 -2.45825 -2.63646 -0.11
C -2.40574 -2.90655 -3.48292 0.01
H -4.16431 -0.00150 -3.57782 0.12
H -2.28669 0.63276 -2.07795 0.06
H -0.58425 -3.09797 -2.34063 0.12
H -2.38984 -3.91869 -3.85823 0.12
```

***

Model 2:
C44H36CoN4O5S3 | ωB97M-V/def2-TZVPD

Computed properties:
E_LUMO (spin up / spin down), eV: 3.84 / 3.82
M, g/mol: 855.929
HOMO energy (spin up / spin down), eV: -2.0 / -2.0
Multiplicity: 4
Total charge: -2
Expectation value of S²: 3.76

Structure (XYZ):
```
93
Properties=species:S:1:pos:R:3:lowdin_charge:R:1
Co 0.25761 -0.07114 1.35703 0.36
O -1.80574 2.17592 -0.03209 -0.05
C -1.51136 2.12163 -1.40042 -0.33
C -0.26673 1.18347 -1.69888 -0.56
O -0.00169 0.95283 -2.88369 0.01
O 0.39929 0.80129 -0.69816 -0.10
C -2.77903 1.72608 -2.17102 -0.13
C -2.79532 0.94418 -3.32356 -0.03
C -3.99759 0.64079 -3.95191 -0.10
C -5.19989 1.11493 -3.45091 -0.12
C -5.19308 1.89169 -2.29988 -0.10
C -3.99552 2.19053 -1.66996 -0.03
C -1.04111 3.50254 -1.84513 -0.11
C -0.99216 3.85577 -3.19148 -0.02
C -0.48169 5.08527 -3.57726 -0.10
C -0.02031 5.98739 -2.62716 -0.12
C -0.08642 5.64681 -1.28443 -0.09
C -0.59357 4.41493 -0.89541 -0.01
H -1.81854 1.23587 0.32121 0.04
H -1.85864 0.57203 -3.71454 0.10
H -3.98877 0.01483 -4.83724 0.09
H -6.13156 0.88931 -3.95725 0.09
H -6.12705 2.25502 -1.88642 0.09
H -3.98383 2.78991 -0.76927 0.12
H -1.34470 3.15793 -3.93836 0.11
H -0.43557 5.34176 -4.62972 0.09
H 0.38282 6.94615 -2.93171 0.09
H 0.26820 6.34232 -0.53155 0.09
H -0.65426 4.14152 0.14807 0.09
S 2.69831 -0.00272 1.39674 0.64
C 3.17489 -0.64702 2.94203 -0.66
C 4.53088 -0.64253 3.26945 -0.09
C 5.01003 -1.14826 4.47456 -0.22
C 6.40952 -1.16636 4.73773 -0.21
N 7.54659 -1.18127 4.92746 0.12
C 4.08125 -1.64272 5.41270 -0.22
C 2.72914 -1.65050 5.09746 -0.09
C 2.23760 -1.19470 3.86605 -0.71
S 0.55624 -1.36016 3.51597 0.62
C 4.52805 -2.15600 6.66665 -0.21
N 4.88046 -2.57679 7.67995 0.12
H 5.22583 -0.24205 2.54280 0.10
H 2.02496 -2.03243 5.82478 0.10
O 0.46524 -1.92482 0.00905 -0.55
S 1.57163 -1.70128 -0.97670 0.99
C 0.96649 -2.34982 -2.56578 -0.34
C 1.81970 -2.18621 -3.64914 -0.08
C 1.46510 -2.68709 -4.88862 -0.09
C 0.23929 -3.32324 -5.05124 -0.10
C -0.62517 -3.44353 -3.97434 -0.08
C -0.26219 -2.95669 -2.72496 -0.05
C 2.62290 -3.18320 -0.72067 -0.34
C 3.95608 -3.17000 -1.09684 -0.09
C 4.72302 -4.31696 -0.94908 -0.09
C 4.15970 -5.46530 -0.41060 -0.10
C 2.83347 -5.45765 0.00357 -0.08
C 2.06516 -4.31370 -0.14839 -0.06
H 2.75468 -1.65559 -3.51099 0.11
H 2.13469 -2.57056 -5.73210 0.10
H -0.04475 -3.71015 -6.02275 0.09
H -1.59361 -3.91061 -4.10763 0.10
H -0.93287 -3.03822 -1.88060 0.09
H 4.39866 -2.26359 -1.49342 0.11
H 5.76371 -4.31787 -1.24985 0.10
H 4.75621 -6.36307 -0.30100 0.09
H 2.39664 -6.34452 0.44607 0.10
H 1.03339 -4.27204 0.17902 0.11
C -2.85638 -1.56231 -0.28285 -0.02
C -2.71579 -0.98515 1.13340 -0.71
C -2.48224 -2.14117 2.11433 -0.07
C -4.02422 -0.26286 1.50042 -0.04
O -1.67573 -0.06527 1.19038 -0.32
H -3.57659 -2.38754 -0.30041 0.08
H -1.87987 -1.92538 -0.59513 0.04
H -3.18568 -0.79096 -0.98171 0.07
H -3.37240 -2.77324 2.18391 0.07
H -2.24048 -1.74335 3.10195 0.05
H -1.63385 -2.73974 1.77676 0.06
H -4.88589 -0.92917 1.39150 0.07
H -4.15895 0.60054 0.84608 0.07
H -3.97935 0.08542 2.53657 0.07
N -1.10210 6.73170 3.88240 0.14
C -0.85504 5.66400 3.53491 -0.18
C -0.53540 4.33636 3.12521 -0.23
C -1.40739 3.27569 3.36753 0.01
C -1.02036 1.99630 3.03167 -0.10
N 0.15042 1.70031 2.45876 0.02
C 0.97199 2.72180 2.20147 -0.10
C 0.68219 4.03344 2.51708 -0.01
H -2.37071 3.44888 3.82693 0.12
H -1.66484 1.14991 3.22469 0.11
H 1.92066 2.46075 1.74870 0.07
H 1.39331 4.81870 2.29925 0.12
```

***

Which structure is the least stable? The one labeled model 1.